Molecular formula: C5H10BClN5O5
Method: DFT, ωB97M-V/def2-TZVPD

The geometry in XYZ format:
```
27
Properties=species:S:1:pos:R:3:lowdin_charge:R:1
O 0.7327 4.7577 2.8332 -0.05
C -0.5234 4.4864 2.4690 -0.56
Cl -1.4838 5.9102 1.6874 0.56
C -1.2919 3.0443 2.6001 -0.12
N -0.5321 1.8585 2.0473 0.05
C 0.0343 1.7608 0.7968 -0.13
N 0.0438 2.8326 -0.2719 0.11
C 0.7534 2.2518 -1.4895 0.09
N 1.1811 0.8290 -1.1022 0.06
N 0.7622 0.5572 0.2199 0.08
B 1.0323 -0.8231 0.8225 -0.40
O 1.9341 -1.1098 1.9554 0.09
O 0.2604 -1.9605 0.2198 0.07
H -1.5276 2.8346 3.7515 0.17
H -2.3216 3.1553 2.0070 0.15
H -0.4427 1.0170 2.6931 0.19
H 0.9461 2.7428 -2.5445 0.17
H 1.6804 0.1803 -1.7626 0.19
H 2.5125 -1.8830 1.6226 0.15
H 0.3111 -1.9138 -0.7875 0.07
C -0.6736 -4.9966 -2.4171 0.06
N -0.4645 -3.5496 -2.6936 -0.41
O -1.4485 -2.8948 -3.0568 0.08
O 0.6816 -3.1122 -2.5382 0.02
H -1.7230 -5.2420 -2.5941 0.10
H -0.0268 -5.5583 -3.0942 0.11
H -0.4067 -5.1747 -1.3735 0.11
```

Computed properties:
Frontier orbital gap = 0.33480 Ha
E_tot = -36221.690 eV
Highest occupied orbital energy = -13.4953 eV
Net charge = +1
Maximum force = 9.4 eV/Å
Multiplicity = 1

---

Molecular formula: C42H112B4F16N7O14
Method: DFT, ωB97M-V/def2-TZVPD

The geometry in XYZ format:
```
195
Properties=species:S:1:pos:R:3:lowdin_charge:R:1
C -11.0965 1.8687 -2.6920 -0.07
O -11.8755 1.3550 -1.5657 -0.18
C -11.0138 0.7148 -0.6410 -0.21
C -10.5526 -0.6587 -1.1921 -0.04
N -11.5503 -1.8380 -0.9898 0.09
H -11.0169 -2.6823 -1.1406 0.17
H -11.9624 -1.7947 -0.0687 0.17
C -12.7612 -1.7885 -1.9222 -0.08
C -13.6525 -2.9681 -1.6326 -0.25
O -12.9618 -4.1567 -1.6429 -0.16
C -12.9249 -4.8218 -2.9068 -0.06
H -11.5727 2.6973 -3.2162 0.09
H -10.9203 1.1638 -3.5045 0.08
H -10.1202 2.2920 -2.4558 0.10
H -11.4217 0.7589 0.3688 0.13
H -10.1848 1.3930 -0.4387 0.13
H -9.7732 -0.9483 -0.4872 0.13
H -10.1673 -0.6616 -2.2117 0.14
H -12.3404 -1.9047 -2.9210 0.15
H -13.2774 -0.8520 -1.7111 0.14
H -14.6033 -2.9757 -2.1654 0.14
H -13.9525 -2.7475 -0.6081 0.13
H -13.6956 -4.5207 -3.6164 0.10
H -12.8295 -5.9075 -2.8913 0.10
H -11.9548 -4.5919 -3.3475 0.09
C 6.1274 -5.6503 -1.8377 -0.04
O 4.9903 -5.2634 -2.7329 -0.16
C 4.2833 -6.3240 -3.3363 -0.23
C 4.9101 -6.9034 -4.6376 -0.05
N 5.4489 -5.7601 -5.5092 0.06
H 6.2450 -5.2396 -5.1695 0.15
H 5.8599 -6.2771 -6.2733 0.17
C 4.4196 -4.6649 -5.9575 -0.03
C 5.2343 -3.4668 -6.4442 -0.18
O 5.9130 -2.9724 -5.2824 -0.19
C 6.9540 -2.0382 -5.6199 -0.07
H 7.0785 -5.8504 -2.3312 0.08
H 5.9222 -6.5005 -1.1873 0.08
H 6.4306 -4.9239 -1.0837 0.09
H 3.2786 -5.9539 -3.5408 0.12
H 4.0486 -7.2173 -2.7574 0.13
H 4.2350 -7.4333 -5.3095 0.14
H 5.7965 -7.4461 -4.3090 0.13
H 3.8379 -4.4580 -5.0592 0.12
H 3.7001 -5.1938 -6.5825 0.15
H 4.5595 -2.7592 -6.9259 0.15
H 5.9490 -3.8155 -7.1896 0.13
H 7.2959 -2.1568 -6.6480 0.09
H 7.7331 -2.3676 -4.9324 0.09
H 6.7835 -0.9767 -5.4400 0.09
C 6.4233 14.8313 4.6221 -0.06
O 7.0878 13.5613 4.5784 -0.19
C 6.9188 12.9172 3.3798 -0.24
C 7.8739 11.7010 3.4574 -0.02
N 7.7441 10.7759 4.7637 0.10
H 8.6109 10.2739 4.8926 0.17
H 7.6309 11.3183 5.6081 0.17
C 6.6949 9.7111 4.7859 -0.07
C 7.2358 8.5336 3.9479 -0.22
O 7.9248 8.9219 2.7879 -0.22
C 8.6812 7.8552 2.1573 -0.05
H 5.4316 14.8749 4.1719 0.09
H 6.9526 15.6963 4.2225 0.10
H 6.2738 14.9498 5.6953 0.10
H 7.2970 13.6285 2.6456 0.14
H 5.9118 12.6397 3.0683 0.13
H 8.8538 12.1750 3.5151 0.13
H 7.9226 11.1355 2.5269 0.12
H 5.7955 10.0893 4.3000 0.14
H 6.2879 9.4383 5.7595 0.15
H 6.4799 7.8153 3.6305 0.13
H 7.7795 7.8583 4.6085 0.13
H 8.0024 7.0866 1.7877 0.09
H 9.4546 7.4657 2.8192 0.10
H 9.1046 8.2092 1.2173 0.09
C 3.9505 6.6943 -3.5889 -0.12
O 2.7892 7.3729 -3.2464 -0.19
C 2.2497 8.1494 -4.3550 -0.15
C 1.2438 9.2054 -3.8377 -0.05
N 1.8782 10.0737 -2.7460 0.08
H 2.8753 9.9762 -2.8734 0.16
H 1.7482 11.0753 -2.7376 0.18
C 1.5726 9.5460 -1.3485 -0.10
C 0.3374 10.2100 -0.7705 -0.16
O -0.7709 9.9886 -1.6760 -0.22
C -1.6307 8.8347 -1.4758 -0.06
H 4.3302 6.0790 -2.7733 0.09
H 4.7461 7.4274 -3.7225 0.09
H 3.8983 6.0579 -4.4723 0.10
H 1.6609 7.4842 -4.9866 0.14
H 2.9457 8.7223 -4.9677 0.13
H 0.2974 8.8385 -3.4403 0.12
H 0.9796 9.9929 -4.5435 0.14
H 2.3881 9.8908 -0.7128 0.13
H 1.6070 8.4582 -1.2878 0.13
H 0.4815 11.2902 -0.7924 0.13
H 0.0482 9.9447 0.2464 0.14
H -2.3723 8.7425 -2.2694 0.10
H -2.2354 8.9869 -0.5818 0.09
H -1.1288 7.8781 -1.3312 0.09
C 1.9230 -1.5736 2.4019 -0.10
O 0.9725 -0.6224 2.9148 -0.20
C 1.2230 -0.2708 4.2902 -0.19
C 0.1411 0.4897 5.0113 -0.08
N -1.2765 -0.0569 4.7835 0.08
H -1.2946 -0.4454 3.8514 0.15
H -1.1806 -0.7911 5.4705 0.18
C -2.4244 0.9069 4.9877 -0.04
C -3.7385 0.2170 4.4683 -0.23
O -4.2695 -0.9130 5.0856 -0.18
C -5.2359 -1.5751 4.2472 -0.06
H 1.6482 -1.9251 1.4074 0.08
H 2.1306 -2.4683 2.9888 0.09
H 2.8930 -1.0816 2.3301 0.09
H 2.1030 0.3659 4.1978 0.14
H 1.5244 -1.0980 4.9329 0.13
H 0.1867 1.5557 4.7881 0.14
H 0.3203 0.5371 6.0854 0.15
H -2.3181 1.8130 4.3912 0.15
H -2.4537 1.1991 6.0374 0.14
H -3.5821 0.0340 3.4053 0.12
H -4.4733 1.0200 4.4107 0.14
H -6.1404 -0.9838 4.1046 0.10
H -5.3699 -2.4395 4.8975 0.10
H -4.7738 -2.0185 3.3651 0.09
C -1.0350 -3.3316 1.8849 -0.05
O -1.6431 -2.2088 1.1127 -0.22
C -1.8729 -2.5238 -0.2688 -0.20
C -2.1788 -1.3189 -1.0630 -0.05
N -1.0460 -0.2879 -0.9386 0.05
H -1.5285 0.5925 -0.8286 0.17
H -0.5945 -0.5019 -0.0609 0.14
C -0.0907 -0.2056 -2.1413 -0.02
C 0.7317 1.1658 -2.0226 -0.09
O 1.1158 1.2973 -0.6113 -0.25
C 1.1436 2.4471 0.1728 -0.10
H -1.5461 -4.2844 1.7468 0.10
H -1.0580 -3.1353 2.9568 0.08
H 0.0289 -3.3851 1.6539 0.06
H -2.7837 -3.1219 -0.2387 0.14
H -1.0623 -3.1835 -0.5782 0.13
H -3.1083 -0.7887 -0.8559 0.16
H -2.1470 -1.4003 -2.1495 0.14
H -0.8463 -0.2106 -2.9268 0.14
H 0.4986 -1.1199 -2.0716 0.13
H -0.0073 1.9526 -2.1741 0.13
H 1.5624 1.2992 -2.7155 0.13
H 1.4692 2.2188 1.1877 0.09
H 0.1420 2.8769 0.1773 0.09
H 1.5437 3.2587 -0.4348 0.09
C 1.7578 -10.8460 4.5115 -0.06
O 2.2223 -12.0775 3.9473 -0.19
C 3.1885 -11.8957 2.9185 -0.21
C 3.5952 -13.2178 2.2422 -0.06
N 2.3744 -13.6992 1.4746 0.06
H 1.5762 -13.3797 2.0045 0.15
H 2.3114 -13.2603 0.5672 0.18
C 2.1395 -15.2331 1.4159 -0.05
C 2.0632 -15.8880 2.7752 -0.19
O 0.9136 -15.3632 3.4286 -0.18
C 0.7622 -15.5548 4.8253 -0.08
H 1.7063 -10.1711 3.6571 0.08
H 2.5108 -10.3657 5.1364 0.09
H 0.8252 -11.0000 5.0543 0.10
H 4.0962 -11.5060 3.3792 0.14
H 2.8497 -11.2448 2.1125 0.12
H 3.9581 -13.9826 2.9288 0.13
H 4.3756 -13.1817 1.4821 0.14
H 2.9994 -15.4972 0.8002 0.13
H 1.3608 -15.3688 0.6654 0.14
H 2.9898 -15.8488 3.3480 0.13
H 1.9267 -16.9670 2.7024 0.14
H -0.2421 -15.4557 5.2371 0.10
H 1.4736 -15.0023 5.4390 0.09
H 1.0224 -16.5835 5.0747 0.09
B -4.7828 3.6602 -1.1592 -1.37
F -5.5772 4.6438 -0.6173 0.12
F -4.0742 3.0987 -0.0804 0.04
F -5.4707 2.6402 -1.7688 0.11
F -3.8938 4.1610 -2.0934 0.10
B -7.6602 -4.5612 -3.7631 -1.46
F -8.7532 -4.2694 -4.4527 0.16
F -7.2574 -5.8016 -4.2981 0.07
F -6.6785 -3.6126 -3.8563 0.13
F -8.1140 -4.7042 -2.4862 0.11
B -0.6675 -0.5086 -8.5737 -1.41
F -0.3526 0.4856 -7.7390 0.13
F -0.4823 -1.7356 -7.9474 0.08
F -2.0093 -0.3168 -8.7637 0.12
F 0.0421 -0.3145 -9.7753 0.08
B 0.3223 6.9104 5.5308 -1.47
F -0.3955 5.8472 5.8995 0.15
F 0.1478 7.1498 4.2042 0.12
F -0.1044 8.0061 6.2377 0.12
F 1.6665 6.6425 5.7465 0.08
```

Computed properties:
Frontier orbital gap = 0.23586 Ha
Energy relative to the best compared isomer or geometry (same formula, charge and spin) = 15.5640 eV
E_tot = -130633.004 eV
Highest occupied orbital energy = -11.6230 eV
Net charge = +3
Maximum force = 4.4 eV/Å
Multiplicity = 1